This record from OMol25 describes C24H50Cl3IrN4O3Si4 as an isolated structure. The level of theory is wB97M-V/def2-TZVPD.

## Properties
* E_tot: -4032.2422 Eh
* spin multiplicity: 2
* LUMO energy (alpha / beta): 2.2 / 2.2 eV
* frontier orbital gap (alpha / beta): 6.455 / 6.624 eV
* total charge: -1
* relative energy (zero: lowest compared OMol25 entry of this formula, charge and spin): 113.07 kJ/mol

Last column: Mulliken spin population.
Element x y z (Å)
Ir 0.6888 -0.4220 0.2146  0.95
N 3.2141 -0.6398 0.3982  0.01
C 4.1900 0.4433 0.1950  -0.01
C 3.9749 1.5683 1.1975  0.00
C 2.8127 2.5062 0.8746  0.00
O 2.8640 3.6625 1.3191  0.00
O 1.8655 2.0023 0.1842  0.02
H 3.3308 -1.0235 1.3296  0.00
H 3.3664 -1.4068 -0.2453  0.00
H 4.0729 0.8175 -0.8236  0.00
H 5.2156 0.0711 0.3030  0.00
H 4.8703 2.1800 1.3034  0.00
H 3.7622 1.1254 2.1785  0.00
Cl 2.6052 -5.7119 5.5642  0.00
C 2.2943 -4.8264 4.0843  0.00
C 1.9326 -3.4941 4.1417  -0.01
C 1.6914 -2.8077 2.9677  -0.01
Cl 1.2955 -1.1041 3.0736  0.03
C 1.7715 -3.3868 1.6612  0.02
O 1.5279 -2.7836 0.5741  0.01
C 2.1676 -4.7610 1.7047  0.00
Cl 2.3477 -5.5773 0.1720  0.00
C 2.4228 -5.4641 2.8608  0.00
H 1.8384 -2.9871 5.0927  0.00
H 2.7218 -6.5021 2.8089  0.00
C -0.9854 -1.6165 -0.0469  -0.02
H -0.5236 -2.4679 -0.5622  0.00
H -1.1945 -1.9639 0.9710  0.02
C 0.6770 1.8631 -2.7728  -0.01
N 0.4736 0.7099 -3.6299  0.00
C -0.5429 0.8732 -4.6513  0.00
C 0.8913 -0.5227 -3.2225  0.00
N 1.1947 -0.7714 -1.9989  0.02
N 0.9889 -1.4737 -4.2432  0.01
C 1.1332 -2.8592 -3.8427  0.00
C 1.7783 -1.1254 -5.4137  0.00
H 0.9554 2.7151 -3.3987  0.00
H 1.4614 1.6761 -2.0424  0.00
H -0.2285 2.1190 -2.2193  0.00
H -1.4688 1.2466 -4.2015  0.00
H -0.7551 -0.0756 -5.1354  0.00
H -0.2156 1.5956 -5.4050  0.00
H 1.6945 -1.6498 -1.9027  -0.01
H 2.1611 -3.1080 -3.5426  0.00
H 0.8682 -3.4961 -4.6878  0.00
H 0.4604 -3.0845 -3.0167  0.00
H 1.7735 -0.0502 -5.5653  0.00
H 1.3683 -1.6092 -6.3033  0.00
H 2.8196 -1.4525 -5.2957  0.00
C -3.0604 0.6185 -0.9616  0.00
Si -2.5663 -1.1923 -0.8906  0.01
C -2.5101 -1.7832 -2.6806  0.00
C -4.0690 -2.0176 -0.1039  0.00
Si -0.4625 1.1945 0.9895  -0.04
Si -1.7886 0.8100 2.9550  0.00
C -3.4645 1.6842 2.9803  0.01
C -2.2038 -0.9759 3.3810  0.00
C -0.8641 1.4920 4.4530  0.00
Si -0.7651 3.5299 0.5975  -0.01
C -2.5867 3.9423 0.2787  0.00
C -0.3008 4.4359 2.1760  0.00
C 0.1165 4.3897 -0.8162  0.00
H -4.0515 0.7289 -1.4124  0.00
H -2.3560 1.2105 -1.5496  0.00
H -3.1062 1.0690 0.0376  0.00
H -3.3293 -1.3614 -3.2714  0.00
H -2.5812 -2.8741 -2.7375  0.00
H -1.5657 -1.4950 -3.1551  0.00
H -4.9080 -2.0324 -0.8057  0.00
H -4.3914 -1.4710 0.7873  0.00
H -3.8647 -3.0486 0.2009  0.00
H -4.1071 1.3569 2.1567  0.00
H -3.3618 2.7698 2.9076  0.00
H -3.9781 1.4561 3.9193  0.00
H -2.8878 -1.4234 2.6566  0.00
H -2.6872 -0.9995 4.3630  0.00
H -1.3164 -1.6095 3.4251  0.00
H -0.7196 2.5738 4.3811  0.00
H 0.1246 1.0387 4.5519  0.00
H -1.4249 1.2807 5.3684  0.00
H -3.2709 3.4756 0.9904  0.00
H -2.8935 3.6248 -0.7213  0.00
H -2.7196 5.0270 0.3467  0.00
H -0.9975 4.2211 2.9927  0.00
H -0.3058 5.5136 1.9930  0.00
H 0.7079 4.1564 2.4922  0.00
H -0.3962 4.2323 -1.7681  0.00
H 1.1427 4.0357 -0.8963  0.00
H 0.1409 5.4653 -0.6162  0.00

This record from OMol25 describes C11H19LaN2O8S as an isolated structure. The level of theory is wB97M-V/def2-TZVPD.

## Properties
* E_tot: -1572.0102 Eh
* spin multiplicity: 1
* LUMO energy: 0.3 eV
* frontier orbital gap: 9.974 eV
* total charge: 0
* relative energy (zero: lowest compared OMol25 entry of this formula, charge and spin): 0.00 kJ/mol

Last column: Löwdin charge in e.
Element x y z (Å)
La 1.0680 0.6184 0.5653  2.27
O 1.1887 -1.8516 0.7482  -0.11
C 0.0109 -1.8470 0.2875  -0.66
O -0.8267 -1.0228 0.7622  -0.12
C -0.2744 -2.5580 -1.0271  -0.08
C -1.7691 -2.6997 -1.3382  -0.27
C -1.9644 -3.7116 -2.4770  -0.10
C -1.5497 -2.8628 -3.7080  -0.10
C -1.1519 -1.5468 -3.0297  -0.27
O -2.0942 -1.4536 -1.9586  -0.05
C 0.1941 -1.7252 -2.3134  -0.08
C 0.9085 -0.4245 -1.9644  -0.66
O 2.1088 -0.4574 -1.6280  -0.05
O 0.2110 0.6293 -1.7355  -0.16
H 0.2488 -3.5130 -1.0112  0.15
H -2.3989 -2.8432 -0.4643  0.16
H -3.0053 -4.0232 -2.5424  0.11
H -1.3530 -4.6046 -2.3468  0.11
H -2.3941 -2.7005 -4.3756  0.11
H -0.7362 -3.3034 -4.2835  0.11
H -1.2131 -0.6516 -3.6428  0.16
H 0.8919 -2.3334 -2.8873  0.15
N -0.3054 1.1181 2.9276  -0.06
C -1.2117 2.2626 2.7872  -0.26
C -2.0801 2.0893 1.5526  -0.25
N -1.2538 2.0586 0.3387  -0.05
H -0.8150 0.2722 3.1582  0.09
H 0.3940 1.2802 3.6446  0.07
H -0.5986 3.1611 2.6849  0.11
H -1.8462 2.4073 3.6681  0.11
H -2.8307 2.8845 1.5243  0.11
H -2.6170 1.1408 1.6146  0.12
H -1.0768 2.9942 -0.0093  0.10
H -1.6922 1.5339 -0.4127  0.08
C 4.4050 3.3074 2.3303  -0.13
S 3.1199 2.1711 1.9386  0.34
O 2.7992 1.3722 3.1089  -0.35
O 3.5817 1.3295 0.8208  -0.43
O 1.9355 2.9334 1.4762  -0.46
H 5.3300 2.7386 2.3916  0.07
H 4.1892 3.7803 3.2847  0.07
H 4.4733 4.0509 1.5407  0.07

This record from OMol25 describes a 4-piece molecular cluster, C9H21ClN3O3 overall. The level of theory is wB97M-V/def2-TZVPD.

## Properties
* E_tot: -1205.6467 Eh
* spin multiplicity: 2
* LUMO energy (alpha / beta): 0.1 / -5.8 eV
* frontier orbital gap (alpha / beta): 9.760 / 3.800 eV
* total charge: 0
* relative energy (zero: lowest compared OMol25 entry of this formula, charge and spin): 22.75 kJ/mol

Last column: Mulliken spin population.
Element x y z (Å)
Cl 0.8930 -0.0154 -0.0982  0.91
C 3.3327 1.5050 -2.7891  0.00
C 4.2034 1.8842 -1.6133  -0.01
O 5.2814 2.4550 -1.7785  0.02
N 3.8120 1.5089 -0.4254  0.03
C 4.5109 1.7958 0.8287  0.00
H 3.5120 2.1518 -3.6480  0.00
H 2.3104 1.7008 -2.4658  0.00
H 3.4878 0.4658 -3.0793  0.00
H 2.8732 1.1856 -0.2405  0.01
H 4.0330 2.6482 1.3114  0.00
H 5.5764 2.0027 0.7286  0.00
H 4.3696 1.0742 1.6333  0.00
C -0.3591 -3.8528 0.6138  0.00
C -1.3103 -3.1147 1.5282  0.00
O -2.1815 -3.7591 2.0859  0.02
N -1.0694 -1.8426 1.7251  0.03
C -1.8036 -0.9331 2.6332  0.00
H -0.2237 -3.1990 -0.2478  0.00
H -0.7118 -4.8607 0.3947  0.00
H 0.5665 -3.9613 1.1790  0.00
H -0.1814 -1.4749 1.4147  -0.02
H -1.1860 -0.0366 2.6881  0.00
H -2.1149 -1.1709 3.6504  0.00
H -2.7321 -0.6572 2.1334  0.00
C -2.1733 2.4361 -0.4695  0.01
C -3.1927 1.3482 -0.6379  -0.01
O -4.3906 1.6850 -0.7781  0.00
N -2.7588 0.1009 -0.6710  -0.01
C -3.5077 -1.1192 -0.9177  0.00
H -2.0735 2.6457 0.5955  0.00
H -2.5732 3.3350 -0.9388  0.00
H -1.2550 2.1962 -1.0056  0.00
H -1.7684 0.0939 -0.4729  0.01
H -4.4271 -1.0289 -0.3391  0.00
H -3.0132 -2.0180 -0.5494  0.00
H -3.7549 -1.1745 -1.9778  0.00

This record from OMol25 describes a 8-piece molecular cluster, C19H44Br10O9S3 overall. The level of theory is wB97M-V/def2-TZVPD.

## Properties
* E_tot: -28362.1162 Eh
* spin multiplicity: 1
* LUMO energy: 0.0 eV
* frontier orbital gap: 9.663 eV
* total charge: 0
* relative energy (zero: lowest compared OMol25 entry of this formula, charge and spin): 0.00 kJ/mol

Last column: Löwdin charge in e.
Element x y z (Å)
C -5.3852 -4.1654 -2.2885  -0.07
C -4.5601 -3.0786 -2.9803  -0.25
O -3.7940 -2.3287 -2.0172  -0.29
S -3.8041 -0.6862 -2.0038  0.61
C -5.3229 -0.4228 -1.0878  -0.10
O -2.6779 -0.2887 -1.2030  -0.29
O -3.9679 -0.3213 -3.3866  -0.28
H -5.7973 -4.8259 -3.0572  0.08
H -6.3517 -3.8292 -1.8949  0.07
H -4.9046 -4.7080 -1.4792  0.08
H -3.7619 -3.5354 -3.5630  0.12
H -5.2231 -2.4173 -3.5350  0.12
H -5.3184 -1.1926 -0.3145  0.07
H -6.2050 -0.4647 -1.7142  0.08
H -5.1268 0.4565 -0.4730  0.06
C 0.1193 -1.7200 -4.6857  -0.08
C -1.2734 -1.1082 -4.6396  -0.26
O -1.2059 0.1225 -3.9057  -0.31
S -0.7546 1.4980 -4.6968  0.65
C -1.5129 2.6400 -3.4231  -0.07
O 0.6790 1.6065 -4.6324  -0.29
O -1.4344 1.5729 -5.9634  -0.28
H 0.1772 -2.6438 -5.2679  0.08
H 0.4739 -2.0781 -3.7139  0.03
H 0.9456 -1.0672 -4.9693  0.08
H -1.7217 -0.9854 -5.6238  0.12
H -1.8588 -1.8576 -4.1088  0.10
H -2.4822 2.2652 -3.1044  0.05
H -1.5554 3.6150 -3.8979  0.06
H -0.8712 2.5870 -2.5468  0.05
C 1.2658 6.1396 0.3024  -0.06
C 1.3643 5.8544 1.7822  -0.26
O 2.0927 4.6090 1.9169  -0.34
S 3.2649 4.4727 2.9966  0.59
C 2.2527 3.9870 4.4072  -0.11
O 4.0909 3.3370 2.6432  -0.29
O 3.8100 5.7865 3.2414  -0.29
H 0.7152 5.3495 -0.2105  0.08
H 2.2846 6.2586 -0.0665  0.09
H 0.7281 7.0335 -0.0193  0.08
H 1.8223 6.7087 2.2773  0.11
H 0.4103 5.6265 2.2602  0.12
H 1.4991 3.2876 4.0608  0.01
H 1.8392 4.9413 4.7302  0.07
H 2.8509 3.5257 5.1883  0.07
Br -3.0919 0.0707 2.5174  0.69
C -4.1647 1.6362 2.7354  -0.73
C -3.6462 2.5360 3.8564  -0.71
Br -4.5569 4.2276 3.8130  0.64
H -5.1835 1.3651 3.0073  0.06
H -4.1983 2.2283 1.8246  0.05
H -2.6648 2.9345 3.6118  0.02
H -3.6958 2.1439 4.8656  0.06
Br 3.9979 -5.6904 0.1135  0.57
C 4.8642 -4.4736 -1.1595  -0.71
C 3.9086 -3.9403 -2.1919  -0.68
Br 4.9434 -3.1343 -3.6551  0.59
H 5.6740 -5.0527 -1.6006  0.04
H 5.3363 -3.7440 -0.5087  -0.02
H 3.4495 -3.1021 -1.6781  -0.02
H 3.3262 -4.6763 -2.7284  0.05
Br 0.4075 1.9137 1.8686  0.69
C 0.0645 0.6146 0.3891  -0.61
C 1.2248 -0.3677 0.5010  -0.68
Br 1.0348 -1.8358 -0.7964  0.71
H -0.1359 1.1580 -0.5280  0.05
H -0.8485 0.0971 0.6689  -0.01
H 1.0750 -0.7202 1.5221  0.01
H 2.2335 0.0241 0.4391  0.04
Br 0.0542 -1.5926 4.7846  0.60
C 0.1745 -3.4773 4.2978  -0.68
C 0.4286 -3.5131 2.7883  -0.71
Br 1.0792 -5.3075 2.3860  0.62
H -0.7256 -3.9877 4.6255  0.06
H 1.0312 -3.8137 4.8697  0.04
H 1.2284 -2.7991 2.5954  0.01
H -0.3348 -3.2405 2.0646  0.05
Br 5.9959 -2.7129 2.6596  0.62
C 4.8548 -1.1523 2.4390  -0.70
C 5.4616 -0.0891 1.5351  -0.61
Br 5.7734 -0.8588 -0.2816  0.59
H 4.7822 -0.8106 3.4751  0.05
H 3.7990 -1.3554 2.2696  0.05
H 6.4516 0.1988 1.8677  0.05
H 4.7772 0.7436 1.4040  0.05